# 1
A structure of composition C13H26N4OP2SY, computed with ωB97M-V with the def2-TZVPD basis set.

The HOMO-LUMO gap (spin up / spin down) comes out at 7.34 / 5.56 eV. The calculation puts the HOMO energy (spin up / spin down) at -13.710 / -13.625 eV. Its total charge is +2. As for the multiplicity: 2. Its expectation value of S² is 0.7832. Its LUMO energy (spin up / spin down) is -6.4 / -8.1 eV. Its energy relative to the best compared isomer or geometry (same formula, charge and spin) is 6.3 kcal per mole.

Last column: Mulliken charge in e.
Element x y z (Å)
Y  0.02  -0.06  0.04  0.697
P  2.33  0.10  1.73  -0.186
P  -2.85  -0.82  0.03  -0.162
N  1.75  0.29  -1.26  -0.064
N  -0.88  0.18  -2.10  0.231
H  2.24  0.79  -3.19  0.456
H  -0.27  1.58  -3.63  0.390
H  1.48  2.18  -2.38  0.280
C  1.47  1.07  -2.44  -0.817
H  0.33  -0.09  -3.85  0.423
C  0.10  0.69  -3.09  -0.826
H  3.79  0.86  -1.46  0.453
H  -2.30  -0.13  -3.64  0.371
C  3.18  -0.04  -1.10  -0.578
C  -2.08  -0.20  -2.56  -0.057
H  4.36  0.52  0.60  0.494
C  3.61  -0.25  0.37  -1.029
H  4.08  -1.22  0.57  0.487
H  -3.08  -2.23  0.14  0.138
H  -4.16  -0.38  0.39  0.148
H  2.64  -1.06  2.49  0.122
H  3.16  0.93  2.52  0.157
O  0.10  -2.32  0.44  -0.620
C  0.60  -3.26  -0.30  0.991
C  1.96  -3.82  -0.02  -0.981
C  0.15  -3.43  -1.72  -0.752
H  3.58  -0.87  -1.72  0.294
H  2.58  -3.07  0.52  0.100
H  2.00  -4.70  0.61  0.407
H  2.37  -4.21  -0.96  0.376
H  -0.40  -2.52  -2.03  -0.005
H  1.05  -3.76  -2.30  0.352
H  -0.58  -4.22  -1.92  0.380
C  -3.08  -0.72  -1.74  -0.546
H  -3.98  -1.06  -2.24  0.468
C  -3.54  2.79  1.77  -0.606
N  -2.32  2.71  2.54  0.199
C  -2.23  2.79  3.92  -0.086
C  -0.90  2.69  4.24  -0.615
N  -0.21  2.55  3.04  0.072
C  -1.08  2.60  1.98  -0.099
S  -0.72  2.62  0.32  -0.311
H  -3.46  3.56  1.01  0.360
H  -3.75  1.84  1.26  0.048
H  -4.37  3.03  2.44  0.329
H  -3.10  2.92  4.54  0.432
H  -0.40  2.72  5.19  0.446
H  0.79  2.44  2.93  0.241

# 2
The ion C6H5Br2O5 with charge -1, computed with ωB97M-V with the def2-TZVPD basis set.

The HOMO-LUMO gap comes out at 7.06 eV. The calculation puts the HOMO energy at -4.201 eV. Its total charge is -1. As for the multiplicity: 1. Its LUMO energy is 2.9 eV. Its energy relative to the best compared isomer or geometry (same formula, charge and spin) is 36.7 kcal per mole. As for the SMILES: C/C(O)=C(/Br)O/C([O-])=C(/O)C(=O)Br.

Last column: Mulliken charge in e.
Element x y z (Å)
C  0.87  -2.56  -0.51  0.243
C  2.21  -2.31  -0.87  0.448
C  -0.28  -2.08  -1.14  0.494
C  0.16  0.11  -2.00  0.417
C  -0.13  0.71  0.44  -1.498
C  0.34  0.94  -0.97  0.718
O  2.71  -1.65  -1.75  -0.575
O  -1.40  -2.35  -0.66  -0.736
O  -0.29  -1.07  -2.18  -0.430
O  0.62  -3.41  0.56  -0.684
O  0.60  2.28  -1.08  -0.500
Br  0.53  0.79  -3.77  -0.374
Br  3.50  -3.22  0.43  -0.341
H  -0.56  1.64  0.66  0.460
H  0.73  0.31  0.80  0.373
H  -0.90  0.05  0.43  0.376
H  -0.43  -3.61  0.44  0.355
H  0.74  2.40  -2.09  0.254

# 3
An isolated molecule of C7H14N2S2, computed with ωB97M-V with the def2-TZVPD basis set.

The HOMO-LUMO gap (spin up / spin down) comes out at 7.49 / 7.49 eV. The calculation puts the HOMO energy (spin up / spin down) at -7.079 / -7.078 eV. As for the multiplicity: 1. Its LUMO energy (spin up / spin down) is 0.4 / 0.4 eV. Its energy relative to the best compared isomer or geometry (same formula, charge and spin) is 120.2 kcal per mole.

Last column: Mulliken charge in e.
Element x y z (Å)
C  -2.35  0.51  0.34  0.224
C  -0.93  -1.56  -0.60  -0.672
C  -2.35  -1.99  -0.33  -0.609
C  1.86  1.00  -1.81  -1.154
C  1.12  -0.17  2.27  -1.165
C  0.53  1.25  -1.09  -0.662
C  1.18  0.92  1.20  -0.266
N  -0.48  -0.55  0.32  -0.487
N  0.45  0.36  0.06  0.631
S  -2.32  2.12  0.58  -0.268
S  -3.52  -0.53  -0.04  -0.118
H  -0.32  -2.49  -0.66  0.395
H  -0.89  -1.36  -1.71  0.270
H  -2.73  -2.53  -1.17  0.458
H  -2.45  -2.69  0.60  0.293
H  2.62  1.62  -1.50  0.370
H  2.05  -0.07  -1.41  0.254
H  1.84  0.87  -2.84  0.344
H  0.13  0.01  2.86  0.229
H  1.21  -1.14  1.90  0.344
H  1.97  -0.15  3.04  0.351
H  0.61  2.36  -0.78  0.335
H  -0.34  1.15  -1.81  0.413
H  0.76  1.83  1.69  0.246
H  2.32  1.21  0.88  0.248

# 4
The ion C6H13BrN with charge +1, computed with ωB97M-V with the def2-TZVPD basis set.

The HOMO-LUMO gap comes out at 11.78 eV. The calculation puts the HOMO energy at -14.731 eV. Its total charge is +1. As for the multiplicity: 1. Its LUMO energy is -2.9 eV. Its energy relative to the best compared isomer or geometry (same formula, charge and spin) is 14.4 kcal per mole. As for the SMILES: C[N+]1(CBr)CCCC1.

Last column: Mulliken charge in e.
Element x y z (Å)
C  -0.99  1.56  0.58  -0.544
C  -1.80  0.46  0.02  -0.399
C  0.26  0.79  0.88  -0.539
C  -0.82  -0.30  -0.92  -0.637
C  0.59  -1.62  0.50  -0.865
C  1.73  0.03  -1.07  -0.675
N  0.40  -0.32  -0.14  -0.017
Br  3.25  -0.12  0.15  -0.059
H  -0.83  2.44  -0.15  0.291
H  -1.37  1.98  1.54  0.347
H  -2.17  -0.25  0.83  0.232
H  -2.71  0.89  -0.44  0.393
H  1.22  1.31  0.88  0.348
H  -0.05  0.22  1.79  0.299
H  -1.11  -1.38  -0.99  0.355
H  -0.60  0.09  -1.90  0.366
H  1.03  -2.37  -0.16  0.390
H  1.02  -1.77  1.49  0.353
H  -0.53  -1.84  0.42  0.327
H  1.81  -0.78  -1.86  0.474
H  1.66  0.97  -1.45  0.562

# 5
A structure of composition C3H7NOS, computed with ωB97M-V with the def2-TZVPD basis set.

The HOMO-LUMO gap comes out at 9.09 eV. The calculation puts the HOMO energy at -8.793 eV. As for the multiplicity: 1. Its LUMO energy is 0.3 eV. Its energy relative to the best compared isomer or geometry (same formula, charge and spin) is 93.5 kcal per mole.

Last column: Mulliken charge in e.
Element x y z (Å)
C  -1.01  -0.36  -0.93  -1.040
C  0.49  0.65  1.67  -0.729
C  -0.46  1.04  -0.91  0.184
N  1.10  1.15  -1.07  0.045
O  1.51  1.83  -2.01  -0.390
S  -0.23  1.96  0.67  -0.075
H  -0.36  -1.06  -0.33  0.237
H  -2.07  -0.28  -0.60  0.271
H  -1.20  -0.93  -1.80  0.396
H  0.65  -0.25  1.10  0.282
H  -0.15  0.51  2.55  0.252
H  1.47  1.10  1.95  0.260
H  -1.09  1.76  -1.59  0.307

# 6
A structure of composition C16H19AgGe2NS, computed with ωB97M-V with the def2-TZVPD basis set.

The HOMO-LUMO gap (spin up / spin down) comes out at 7.72 / 5.26 eV. The calculation puts the HOMO energy (spin up / spin down) at -7.868 / -7.984 eV. As for the multiplicity: 2. Its expectation value of S² is 0.7566. Its LUMO energy (spin up / spin down) is -0.1 / -2.7 eV.

Last column: Mulliken charge in e.
Element x y z (Å)
Ag  0.30  -0.05  -2.98  0.001
C  -1.79  -3.24  -0.45  -1.108
Ge  -0.12  -2.53  0.28  0.142
C  1.37  -3.54  -0.46  -1.107
C  -0.12  -2.65  2.23  -1.091
Ge  0.09  -0.22  -0.48  0.239
C  1.76  0.62  0.06  0.790
C  2.11  1.90  -0.37  -0.255
C  3.30  2.48  0.03  -0.838
C  4.17  1.78  0.86  -0.386
C  3.85  0.51  1.29  -0.745
C  2.65  -0.08  0.88  0.044
C  -1.42  0.89  0.01  0.907
C  -2.39  0.40  0.89  0.014
C  -3.48  1.18  1.25  -0.735
C  -3.62  2.45  0.72  -0.381
C  -2.68  2.94  -0.18  -0.873
C  -1.59  2.16  -0.53  -0.221
H  -1.89  -4.29  -0.18  0.416
H  -1.77  -3.16  -1.53  0.348
H  -2.65  -2.69  -0.08  0.366
H  1.29  -4.59  -0.19  0.425
H  2.33  -3.16  -0.10  0.359
H  1.36  -3.46  -1.55  0.342
H  -0.22  -3.70  2.51  0.445
H  -0.95  -2.09  2.66  0.382
H  0.81  -2.25  2.65  0.370
H  1.45  2.45  -1.03  0.197
H  3.56  3.48  -0.31  0.391
H  5.11  2.24  1.16  0.374
H  4.52  -0.04  1.93  0.383
H  2.41  -1.08  1.23  0.093
H  -2.29  -0.60  1.31  0.079
H  -4.22  0.79  1.94  0.385
H  -4.48  3.05  0.99  0.375
H  -2.81  3.92  -0.62  0.414
H  -0.89  2.55  -1.26  0.005
S  -2.06  3.58  -4.25  -0.390
C  -0.92  2.44  -4.18  0.373
N  -0.08  1.61  -4.15  -0.529

no.,strongest force on any atom (eV/A)
1,3.5
2,4.1
3,4.7
4,5.5
5,3.0
6,0.6